Entry 1:
Molecular formula: C31H37N8O3PbS
Method: DFT, the ωB97M-V functional and the def2-TZVPD basis

Last column: Mulliken charge in e.
Atoms and positions in Å:
Pb (0.175, -0.109, 1.077)  2.66
C (-1.001, 3.034, 0.838)  -1.20
N (-0.386, 2.378, -0.325)  1.43
C (0.879, 3.012, -0.696)  -1.89
C (2.153, 2.216, -0.520)  0.84
C (3.280, 2.775, -1.126)  -1.15
C (4.512, 2.175, -0.975)  -0.64
C (4.586, 1.020, -0.206)  -1.07
C (3.426, 0.531, 0.356)  -0.51
N (2.227, 1.104, 0.207)  0.83
C (-1.337, 2.275, -1.416)  -2.55
C (-1.931, 0.849, -1.627)  0.47
C (-3.162, 0.890, -2.598)  0.49
C (-4.486, 0.617, -1.956)  -1.09
C (-4.564, 0.346, -0.650)  -0.92
C (-3.354, 0.152, 0.114)  -0.09
N (-2.166, 0.284, -0.332)  0.32
C (-0.084, 3.104, 2.030)  0.25
C (0.106, 4.314, 2.686)  -0.86
C (0.928, 4.365, 3.800)  -0.68
C (1.577, 3.205, 4.196)  -1.15
C (1.348, 2.048, 3.474)  -0.26
N (0.515, 1.983, 2.436)  0.52
H (-1.317, 4.055, 0.577)  0.69
H (-1.889, 2.464, 1.120)  0.43
H (0.858, 3.317, -1.747)  0.70
H (1.013, 3.935, -0.116)  0.61
H (3.177, 3.681, -1.701)  0.56
H (5.392, 2.597, -1.436)  0.49
H (5.528, 0.522, -0.049)  0.52
H (3.447, -0.346, 0.985)  0.44
H (-2.199, 2.933, -1.238)  0.43
H (-0.872, 2.564, -2.363)  0.41
H (-3.207, 1.854, -3.129)  0.44
H (-5.352, 0.656, -2.598)  0.58
H (-5.511, 0.191, -0.162)  0.54
H (-3.454, -0.174, 1.144)  0.51
H (-0.399, 5.201, 2.339)  0.54
H (1.061, 5.289, 4.340)  0.46
H (2.237, 3.195, 5.049)  0.50
H (1.860, 1.134, 3.730)  0.48
C (-0.833, -3.383, 0.580)  -0.84
C (0.713, -3.336, 0.468)  -0.67
N (1.330, -2.382, 1.394)  -0.24
C (1.412, -2.915, 2.764)  -0.85
C (1.144, -1.845, 3.825)  -0.78
N (0.037, -0.947, 3.465)  -0.44
C (-1.306, -1.486, 3.719)  -0.99
C (-1.706, -2.605, 2.756)  -0.80
N (-1.396, -2.275, 1.356)  -0.52
H (-1.152, -4.343, 0.999)  0.37
H (-1.244, -3.337, -0.430)  0.47
H (0.989, -3.025, -0.537)  0.13
H (1.116, -4.341, 0.625)  0.59
H (2.266, -2.188, 1.052)  0.28
H (2.398, -3.349, 2.955)  0.51
H (0.694, -3.726, 2.860)  0.30
H (2.044, -1.237, 3.942)  0.41
H (0.953, -2.350, 4.780)  0.36
H (0.123, -0.122, 4.052)  0.25
H (-2.006, -0.652, 3.625)  0.42
H (-1.383, -1.876, 4.741)  0.50
H (-2.777, -2.790, 2.891)  0.47
H (-1.204, -3.527, 3.042)  0.34
H (-2.251, -1.977, 0.906)  0.21
O (-2.870, -0.106, -3.619)  -0.35
C (-1.656, -0.497, -3.460)  1.00
N (-1.024, -0.018, -2.401)  0.34
S (0.738, -0.323, -2.558)  0.86
O (1.154, -1.024, -1.392)  -0.41
O (1.312, 0.928, -2.875)  -0.61
C (0.449, -1.420, -3.941)  0.53
C (1.354, -2.208, -4.603)  -0.47
C (0.887, -2.990, -5.667)  -0.73
C (-0.448, -2.952, -6.049)  -0.67
C (-1.361, -2.146, -5.380)  -0.50
C (-0.904, -1.378, -4.309)  -0.68
H (2.398, -2.220, -4.332)  0.59
H (1.579, -3.612, -6.219)  0.48
H (-0.780, -3.545, -6.888)  0.46
H (-2.401, -2.115, -5.668)  0.59

Results
frontier orbital gap = 0.2424 hartree
charge = +3
E_tot = -66868.953 eV
HOMO = -0.5781 Eh
energy above the lowest of the compared OMol25 structures with the same formula, charge and spin = 0.0000 eV

***

Entry 2:
Molecular formula: C9H19NO
Method: DFT, the ωB97M-V functional and the def2-TZVPD basis

Last column: natural (NBO) charge in e.
Atoms and positions in Å:
C (-0.326, 2.579, 0.984)  -0.61
C (-1.505, 2.324, 0.069)  -0.22
C (-2.854, 2.937, 0.272)  -0.42
C (-2.648, 1.451, 0.509)  -0.27
C (-2.689, 0.885, 1.908)  -0.06
O (-1.807, -0.246, 2.058)  -0.72
H (-0.630, 2.760, 2.031)  0.21
H (0.358, 1.716, 0.983)  0.22
H (0.253, 3.443, 0.641)  0.21
H (-1.214, 2.244, -0.978)  0.21
H (-3.442, 3.289, -0.623)  0.22
H (-3.008, 3.566, 1.178)  0.21
H (-2.987, 0.759, -0.266)  0.21
H (-2.373, 1.673, 2.630)  0.18
H (-3.716, 0.575, 2.216)  0.17
H (-1.918, -0.782, 1.261)  0.46
C (1.149, -0.934, 0.070)  -0.42
N (1.015, -1.798, -1.103)  -0.61
C (2.305, -1.929, -1.748)  -0.06
C (2.775, -3.241, -2.306)  -0.43
C (3.428, -2.663, -1.077)  -0.45
H (1.351, 0.066, -0.303)  0.19
H (0.181, -0.899, 0.641)  0.20
H (1.945, -1.228, 0.770)  0.17
H (0.694, -2.709, -0.785)  0.35
H (2.616, -1.069, -2.329)  0.20
H (3.285, -3.249, -3.265)  0.22
H (2.138, -4.117, -2.153)  0.21
H (3.194, -3.153, -0.125)  0.21
H (4.431, -2.250, -1.161)  0.22

Results
frontier orbital gap = 0.3600 hartree
SMILES string = C[C@@H]1C[C@@H]1CO.CNC1CC1
E_tot = -13176.357 eV
HOMO = -0.3232 Eh
energy above the lowest of the compared OMol25 structures with the same formula, charge and spin = 3.2562 eV

***

Entry 3:
Molecular formula: C2H9N5
Method: DFT, the ωB97M-V functional and the def2-TZVPD basis

Last column: natural (NBO) charge in e.
Atoms and positions in Å:
C (-0.104, 0.627, 1.403)  0.60
C (-0.375, 0.411, -1.960)  -0.58
N (-0.525, -0.379, 1.840)  -0.08
N (0.559, 0.173, -1.009)  0.03
N (0.321, 1.814, 1.159)  -0.76
N (-0.914, -1.551, 2.269)  -0.57
N (1.189, -0.884, -1.114)  -0.31
H (-0.056, 1.442, -2.514)  0.37
H (-0.585, -0.301, -2.835)  0.28
H (-1.249, 1.035, -1.569)  0.33
H (1.176, 1.788, 0.493)  0.45
H (-0.211, 2.671, 1.095)  0.47
H (-0.584, -1.905, 3.183)  0.45
H (-1.392, -2.242, 1.652)  0.44
H (1.855, -1.124, -0.314)  0.45
H (0.894, -1.575, -1.777)  0.42

Results
frontier orbital gap = 0.3057 hartree
charge = +2
E_tot = -9648.153 eV
HOMO = -0.6845 Eh
energy above the lowest of the compared OMol25 structures with the same formula, charge and spin = 5.3965 eV